Entry 1:
The following is a DFT calculation (wB97M-V/def2-TZVPD) of C15H35N4O5Pt as an isolated structure.

Calculated values
- Spin multiplicity: 3
- Energy: -35550.76161 eV
- Orbital gap (alpha / beta): 1.76 / 1.68 eV
- Energy above the lowest of the compared OMol25 structures with the same formula, charge and spin: 526.48 kJ/mol
- Charge: +1

The geometry in XYZ format:
```
60
C15H35N4O5Pt | the Open Molecules 2025 dataset | wB97M-V/def2-TZVPD
Pt 3.23 6.25 0.90
C -0.29 0.80 0.62
C 1.12 1.06 1.07
C 2.09 0.06 0.32
O 1.63 2.34 0.85
H -0.51 -0.18 1.06
H -0.35 0.91 -0.46
H -1.03 1.38 1.17
H 1.31 0.69 2.07
H 2.20 0.33 -0.73
H 1.61 -0.91 0.19
H 3.09 -0.03 0.74
C -0.69 2.33 9.59
O -1.49 1.60 10.15
N -0.98 3.41 8.81
C 0.03 3.84 7.87
C -2.41 3.71 8.56
H 0.40 2.27 9.72
H -0.08 4.88 7.56
H -0.04 3.25 6.96
H 1.04 3.74 8.29
H -2.75 4.75 8.61
H -2.62 3.32 7.56
H -2.95 3.19 9.34
C 5.12 -4.99 -3.58
O 5.97 -4.29 -4.21
N 5.29 -6.36 -3.40
C 4.43 -7.19 -2.56
C 6.55 -7.03 -3.77
H 4.24 -4.55 -3.08
H 3.55 -6.72 -2.13
H 4.97 -7.41 -1.64
H 4.22 -8.15 -3.04
H 7.03 -6.66 -4.67
H 7.30 -7.16 -2.99
H 6.34 -8.05 -4.11
C -5.06 8.80 -1.83
O -5.50 9.20 -0.76
N -4.35 7.64 -2.01
C -4.08 7.06 -3.41
C -4.37 6.66 -0.95
H -5.26 9.22 -2.83
H -4.64 7.48 -4.25
H -4.36 6.01 -3.38
H -3.03 7.19 -3.66
H -4.53 7.14 0.01
H -5.24 6.02 -1.15
H -3.44 6.10 -1.01
C -0.98 -6.16 -2.70
O -0.93 -7.40 -2.75
N -1.07 -5.32 -3.76
C -1.22 -3.84 -3.56
C -0.92 -5.87 -5.08
H -1.12 -5.75 -1.69
H -0.36 -3.34 -3.99
H -1.38 -3.74 -2.49
H -2.04 -3.49 -4.19
H -1.21 -6.92 -5.01
H -1.61 -5.44 -5.81
H 0.11 -5.67 -5.38
```

And the Mulliken charges, in e, turn out to be:
1. Pt 0.995
2. C -1.101
3. C 0.541
4. C -1.238
5. O -0.444
6. H 0.354
7. H 0.289
8. H 0.342
9. H 0.226
10. H 0.365
11. H 0.349
12. H 0.321
13. C 0.168
14. O -0.560
15. N 0.039
16. C -0.854
17. C -0.852
18. H 0.251
19. H 0.284
20. H 0.332
21. H 0.296
22. H 0.276
23. H 0.315
24. H 0.304
25. C 0.177
26. O -0.616
27. N 0.091
28. C -0.876
29. C -0.988
30. H 0.283
31. H 0.274
32. H 0.367
33. H 0.290
34. H 0.312
35. H 0.341
36. H 0.345
37. C 0.191
38. O -0.568
39. N 0.004
40. C -0.862
41. C -0.977
42. H 0.271
43. H 0.372
44. H 0.316
45. H 0.253
46. H 0.326
47. H 0.354
48. H 0.320
49. C 0.118
50. O -0.601
51. N 0.109
52. C -0.775
53. C -0.944
54. H 0.312
55. H 0.296
56. H 0.243
57. H 0.292
58. H 0.313
59. H 0.324
60. H 0.313

---

Entry 2:
The following is a DFT calculation (wB97M-V/def2-TZVPD) of C15H35N5O5Tl as an isolated structure.

Calculated values
- Spin multiplicity: 1
- Energy: -38474.98775 eV
- Orbital gap: 2.87 eV
- Energy above the lowest of the compared OMol25 structures with the same formula, charge and spin: 122.15 kJ/mol
- Charge: +3

The geometry in XYZ format:
```
61
C15H35N5O5Tl | the Open Molecules 2025 dataset | wB97M-V/def2-TZVPD
Tl -1.00 -1.22 -0.71
C 3.93 -0.11 -2.43
C 3.01 -0.63 -1.35
O 1.77 -0.52 -1.47
N 3.54 -1.32 -0.34
C 5.00 -1.47 -0.19
H 4.55 0.65 -1.96
H 3.36 0.32 -3.25
H 4.53 -0.92 -2.84
H 2.90 -1.71 0.32
H 5.16 -2.04 0.73
H 5.52 -0.53 -0.07
H 5.36 -2.12 -0.98
C -0.25 0.98 -5.01
C 0.35 -0.29 -4.42
O -0.26 -0.89 -3.53
N 1.51 -0.66 -4.98
C 2.11 -1.93 -4.59
H 0.21 1.28 -5.94
H -0.05 1.80 -4.31
H -1.33 0.86 -5.08
H 2.00 -0.12 -5.67
H 1.88 -2.19 -3.56
H 3.19 -1.87 -4.70
H 1.77 -2.75 -5.23
C 0.61 2.87 2.17
C 0.73 1.36 1.96
O -0.09 0.82 1.19
N 1.68 0.64 2.54
C 2.57 1.05 3.64
H 0.89 3.00 3.22
H -0.45 3.10 2.12
H 1.23 3.42 1.47
H 1.55 -0.34 2.41
H 3.24 1.89 3.46
H 3.19 0.19 3.88
H 1.89 1.31 4.46
C -3.40 -0.75 3.97
C -2.36 -1.34 3.07
O -2.18 -0.81 1.94
N -1.60 -2.38 3.42
C -1.80 -3.21 4.59
H -2.94 -0.30 4.86
H -4.02 -1.48 4.49
H -3.94 -0.10 3.29
H -0.90 -2.68 2.76
H -1.30 -2.76 5.46
H -1.32 -4.18 4.51
H -2.80 -3.39 4.97
C -4.58 1.67 -2.47
C -3.92 1.23 -1.21
O -3.27 0.19 -1.12
N -3.99 2.15 -0.20
C -3.29 2.02 1.04
H -5.52 1.10 -2.52
H -4.02 1.33 -3.34
H -4.80 2.73 -2.47
H -4.54 2.99 -0.29
H -3.91 1.77 1.91
H -2.94 3.02 1.31
H -2.49 1.27 1.10
```

And the Mulliken charges, in e, turn out to be:
1. Tl 1.306
2. C -1.297
3. C 0.680
4. O -0.397
5. N -0.106
6. C -1.009
7. H 0.463
8. H 0.237
9. H 0.394
10. H 0.253
11. H 0.381
12. H 0.322
13. H 0.350
14. C -1.098
15. C 0.753
16. O -0.556
17. N -0.047
18. C -0.873
19. H 0.376
20. H 0.274
21. H 0.289
22. H 0.280
23. H 0.241
24. H 0.356
25. H 0.346
26. C -0.912
27. C 0.459
28. O -0.403
29. N -0.034
30. C -0.987
31. H 0.453
32. H 0.179
33. H 0.274
34. H 0.209
35. H 0.322
36. H 0.337
37. H 0.403
38. C -1.095
39. C 0.587
40. O -0.309
41. N -0.082
42. C -0.962
43. H 0.353
44. H 0.427
45. H 0.176
46. H 0.233
47. H 0.365
48. H 0.348
49. H 0.312
50. C -1.006
51. C 0.646
52. O -0.533
53. N -0.077
54. C -0.398
55. H 0.328
56. H 0.258
57. H 0.337
58. H 0.289
59. H 0.309
60. H 0.378
61. H -0.105

---

Entry 3:
The following is a DFT calculation (wB97M-V/def2-TZVPD) of C15H35N5O5Tl as an isolated structure.

Calculated values
- Spin multiplicity: 1
- Energy: -38475.56483 eV
- Orbital gap: 2.58 eV
- Energy above the lowest of the compared OMol25 structures with the same formula, charge and spin: 66.47 kJ/mol
- Charge: +3

The geometry in XYZ format:
```
61
C15H35N5O5Tl | the Open Molecules 2025 dataset | wB97M-V/def2-TZVPD
Tl 0.20 0.08 0.13
C -4.18 0.76 2.40
C -3.08 -0.26 2.26
O -1.92 0.07 1.97
N -3.39 -1.56 2.44
C -4.77 -2.04 2.46
H -4.83 0.62 1.53
H -3.76 1.76 2.26
H -4.71 0.75 3.35
H -2.68 -2.26 2.35
H -5.30 -1.79 1.53
H -5.35 -1.63 3.28
H -4.69 -3.13 2.51
C 0.89 1.94 4.92
C 0.50 2.21 3.51
O 0.48 1.34 2.64
N -0.06 3.43 3.25
C 0.00 4.60 4.06
H 0.06 1.59 5.53
H 1.31 2.84 5.38
H 1.69 1.20 4.92
H -0.44 3.49 2.31
H -0.51 5.44 3.59
H 0.98 5.00 4.33
H -0.54 4.45 5.00
C 4.09 -2.92 -0.68
C 2.59 -3.14 -0.67
O 1.83 -2.29 -0.17
N 2.11 -4.32 -1.12
C 2.90 -5.44 -1.59
H 4.54 -3.56 0.08
H 4.24 -1.90 -0.34
H 4.61 -3.03 -1.63
H 1.10 -4.36 -1.21
H 2.35 -6.02 -2.33
H 3.23 -6.11 -0.80
H 3.80 -5.06 -2.08
C -4.52 0.44 -1.94
C -3.20 -0.24 -2.06
O -2.36 -0.25 -1.14
N -2.78 -0.67 -3.28
C -3.55 -0.74 -4.53
H -5.21 -0.23 -1.42
H -4.98 0.89 -2.82
H -4.32 1.28 -1.27
H -1.90 -1.16 -3.29
H -3.24 -0.02 -5.29
H -4.61 -0.59 -4.35
H -3.26 -1.71 -4.96
C 4.77 1.95 -0.96
C 3.65 1.31 -1.72
O 2.75 0.71 -1.12
N 3.47 1.59 -3.03
C 4.39 2.15 -3.98
H 5.26 1.17 -0.36
H 4.39 2.68 -0.25
H 5.55 2.39 -1.57
H 2.57 1.25 -3.36
H 4.17 1.83 -5.00
H 5.40 1.98 -3.64
H 4.26 3.25 -4.02
```

And the Mulliken charges, in e, turn out to be:
1. Tl 1.271
2. C -1.153
3. C 0.607
4. O -0.409
5. N -0.061
6. C -0.837
7. H 0.317
8. H 0.286
9. H 0.418
10. H 0.328
11. H 0.285
12. H 0.304
13. H 0.356
14. C -1.058
15. C 0.577
16. O -0.461
17. N -0.061
18. C -0.990
19. H 0.289
20. H 0.429
21. H 0.340
22. H 0.262
23. H 0.338
24. H 0.345
25. H 0.370
26. C -1.103
27. C 0.598
28. O -0.508
29. N -0.062
30. C -0.808
31. H 0.392
32. H 0.133
33. H 0.450
34. H 0.291
35. H 0.335
36. H 0.316
37. H 0.285
38. C -0.988
39. C 0.549
40. O -0.504
41. N -0.130
42. C -0.864
43. H 0.272
44. H 0.450
45. H 0.267
46. H 0.230
47. H 0.311
48. H 0.352
49. H 0.317
50. C -0.919
51. C 0.519
52. O -0.578
53. N -0.060
54. C -0.822
55. H 0.284
56. H 0.267
57. H 0.406
58. H 0.253
59. H 0.328
60. H 0.298
61. H 0.351

---

Entry 4:
The following is a DFT calculation (wB97M-V/def2-TZVPD) of a 2-piece molecular cluster, C15H35N6O2 overall.

Calculated values
- Spin multiplicity: 1
- Energy: -29151.76804 eV
- Orbital gap: 9.06 eV
- Energy above the lowest of the compared OMol25 structures with the same formula, charge and spin: 77.63 kJ/mol
- Charge: +1

The geometry in XYZ format:
```
58
C15H35N6O2 | the Open Molecules 2025 dataset | wB97M-V/def2-TZVPD
C 5.34 1.07 1.97
C 4.87 0.82 0.53
C 4.30 -0.61 0.33
C 3.43 -1.03 1.51
N 2.26 -1.85 1.12
C 1.01 -1.09 1.12
C -0.04 -2.10 0.61
N -1.27 -1.54 -0.06
C -2.50 -1.87 0.74
C -3.79 -1.18 0.21
N -4.03 0.01 1.02
C -5.14 -0.15 2.01
C -6.52 0.33 1.56
C -4.13 1.23 0.25
C -4.85 1.33 -1.08
O -3.63 2.19 0.69
C -1.16 -0.09 -0.41
C 0.27 0.14 -0.90
N 1.16 0.14 0.28
H 5.66 0.14 2.43
H 6.17 1.77 1.96
H 4.55 1.50 2.57
H 5.72 0.91 -0.15
H 4.15 1.58 0.24
H 5.06 -1.33 0.07
H 3.61 -0.53 -0.51
H 4.05 -1.65 2.15
H 3.10 -0.19 2.11
H 2.41 -2.10 0.15
H 0.83 -0.78 2.14
H -0.38 -2.64 1.48
H 0.45 -2.84 -0.01
H -1.38 -2.04 -0.94
H -2.33 -1.48 1.74
H -2.63 -2.94 0.84
H -4.57 -1.93 0.32
H -3.70 -0.98 -0.85
H -5.23 -1.20 2.24
H -4.82 0.34 2.92
H -6.58 1.41 1.65
H -6.78 -0.02 0.57
H -7.25 -0.09 2.24
H -5.92 1.27 -0.98
H -4.60 2.30 -1.49
H -4.48 0.60 -1.80
H -1.40 0.53 0.44
H -1.81 0.11 -1.26
H 0.30 1.11 -1.37
H 0.61 -0.65 -1.56
H 0.83 0.91 0.85
C 3.43 1.91 -3.86
O 2.42 2.53 -4.17
N 3.54 1.28 -2.64
N 4.51 1.80 -4.67
H 4.34 0.76 -2.35
H 2.75 1.35 -2.02
H 4.46 2.25 -5.57
H 5.34 1.29 -4.43
```

And the Mulliken charges, in e, turn out to be:
1. C -1.370
2. C -0.384
3. C -0.089
4. C -0.862
5. N -0.434
6. C -0.190
7. C -1.233
8. N 0.202
9. C -0.854
10. C -0.940
11. N 0.379
12. C -0.760
13. C -1.261
14. C 0.276
15. C -1.199
16. O -0.500
17. C -0.403
18. C -1.269
19. N -0.090
20. H 0.313
21. H 0.399
22. H 0.368
23. H 0.380
24. H 0.250
25. H 0.393
26. H 0.015
27. H 0.400
28. H 0.355
29. H 0.375
30. H 0.528
31. H 0.359
32. H 0.359
33. H 0.462
34. H 0.498
35. H 0.540
36. H 0.476
37. H 0.428
38. H 0.523
39. H 0.451
40. H 0.344
41. H 0.313
42. H 0.415
43. H 0.345
44. H 0.407
45. H 0.300
46. H 0.461
47. H 0.394
48. H 0.609
49. H 0.241
50. H 0.314
51. C 0.559
52. O -0.634
53. N -0.133
54. N -0.366
55. H 0.141
56. H 0.002
57. H 0.227
58. H 0.169

---

> Number 3 is which compound?

C15H35N5O5Tl

---

> What is the energy in the first record?

-35550.76161 eV